Computed, not measured: a molecular structure, C4H11NS, with ωB97M-V/def2-TZVPD.

Results
Molar mass   105.21 g/mol
LUMO   0.060 eV
Total energy   -16643.9088 eV
HOMO   -7.5 eV
ΔE to the lowest compared entry with this formula, charge and spin   7.884 eV

Positions of all 17 atoms, in Å:
C: -1.90 -0.97 0.27
C: 1.48 -0.95 0.65
C: -2.86 -0.04 -0.30
C: 2.61 -0.94 -0.41
N: 0.63 1.95 0.19
S: 0.19 0.03 0.25
H: -2.04 -1.21 1.39
H: 1.52 -1.17 1.63
H: -2.79 0.35 -1.38
H: -3.26 0.74 0.37
H: -3.78 -0.69 -0.47
H: 2.22 -0.86 -1.36
H: 3.12 -1.87 -0.17
H: 3.10 0.04 -0.25
H: -0.21 2.41 0.55
H: 1.35 2.00 0.88
H: 0.41 0.16 -1.17



Computed, not measured: a molecular structure, C31H29MnN5P2S2, with ωB97M-V/def2-TZVPD.

Results
Molar mass   652.63 g/mol
<S²>   0.809
Spin multiplicity   2
LUMO (alpha / beta)   -5.905 / -5.481 eV
Total energy   -111623.7875 eV
Total charge   +2
HOMO (alpha / beta)   -13.4 / -13.4 eV
ΔE to the lowest compared entry with this formula, charge and spin   0.000 eV

Positions of all 70 atoms, in Å:
Mn: 0.99 1.25 -0.72
C: 1.35 -2.07 0.15
N: 0.11 -1.25 0.26
P: -0.51 -0.61 -1.24
C: -2.29 -0.46 -1.01
C: -2.98 -1.23 -0.07
C: -4.36 -1.14 0.00
C: -5.05 -0.30 -0.87
C: -4.37 0.45 -1.81
C: -2.98 0.37 -1.88
C: -0.42 -1.92 -2.47
C: -0.65 -3.26 -2.16
C: -0.70 -4.21 -3.17
C: -0.55 -3.82 -4.50
C: -0.35 -2.48 -4.82
C: -0.29 -1.53 -3.81
P: 0.41 0.16 1.26
C: 1.14 -0.49 2.76
C: 2.00 0.32 3.48
C: 2.49 -0.12 4.71
C: 2.11 -1.35 5.20
C: 1.24 -2.16 4.48
C: 0.74 -1.73 3.26
C: -1.17 0.87 1.73
C: -1.82 0.59 2.93
C: -3.03 1.19 3.22
C: -3.61 2.07 2.32
C: -2.98 2.37 1.12
C: -1.76 1.78 0.84
H: 1.29 -2.71 -0.73
H: 1.45 -2.70 1.02
H: 2.25 -1.45 0.07
H: -2.43 -1.87 0.61
H: -4.90 -1.72 0.73
H: -6.13 -0.24 -0.81
H: -4.91 1.09 -2.49
H: -2.45 0.97 -2.61
H: -0.80 -3.57 -1.13
H: -0.87 -5.25 -2.93
H: -0.59 -4.56 -5.28
H: -0.26 -2.18 -5.85
H: -0.15 -0.49 -4.06
H: 2.31 1.29 3.10
H: 3.17 0.51 5.27
H: 2.49 -1.69 6.16
H: 0.94 -3.12 4.88
H: 0.05 -2.35 2.71
H: -1.37 -0.09 3.64
H: -3.53 0.96 4.16
H: -4.57 2.53 2.56
H: -3.44 3.04 0.41
H: -1.30 1.99 -0.13
N: 0.23 4.42 0.73
C: 1.46 4.15 0.30
N: 1.81 3.06 -0.39
C: 3.18 3.08 -0.65
C: 3.85 4.16 -0.20
S: 2.76 5.24 0.60
C: 3.69 1.93 -1.38
C: 4.92 1.74 -1.88
S: 5.01 0.23 -2.70
C: 3.35 -0.06 -2.32
N: 2.77 0.90 -1.61
N: 2.77 -1.20 -2.72
H: -0.52 3.76 0.64
H: 0.04 5.26 1.25
H: 4.89 4.38 -0.28
H: 5.78 2.40 -1.83
H: 3.28 -1.83 -3.32
H: 1.77 -1.30 -2.72



Computed, not measured: a molecular structure, C30H37IrN2O5Si, with ωB97M-V/def2-TZVPD.

Results
Molar mass   725.94 g/mol
<S²>   0.754
Spin multiplicity   2
LUMO (alpha / beta)   -3.421 / -5.276 eV
Total energy   -55637.1801 eV
Total charge   +1
HOMO (alpha / beta)   -11.3 / -11.3 eV
ΔE to the lowest compared entry with this formula, charge and spin   0.000 eV

Positions of all 76 atoms, in Å:
Ir: 0.99 -0.52 -2.02
C: 4.86 -2.01 -1.02
C: 3.41 -1.75 -1.23
N: 2.95 -0.71 -1.85
O: 3.83 0.25 -2.32
C: 2.38 -2.63 -0.76
C: 2.63 -3.91 -0.03
N: 1.15 -2.25 -1.07
O: 0.14 -2.91 -0.79
H: 5.47 -1.36 -1.64
H: 5.09 -3.05 -1.25
H: 5.13 -1.84 0.02
H: 3.46 0.50 -3.18
H: 3.45 -3.81 0.67
H: 2.87 -4.72 -0.72
H: 1.73 -4.20 0.51
C: 2.20 -0.63 2.29
C: 1.75 0.80 2.22
C: 2.51 1.68 1.28
C: 1.35 1.43 3.52
Si: -0.30 0.52 1.13
O: 0.18 -0.03 -0.25
C: -1.08 -0.71 2.26
C: -1.28 -2.00 1.76
C: -1.88 -2.97 2.54
C: -2.27 -2.67 3.84
C: -2.07 -1.40 4.35
C: -1.48 -0.42 3.57
C: -0.99 2.24 1.11
C: -0.45 3.18 0.23
C: -0.97 4.46 0.14
C: -2.07 4.81 0.92
C: -2.64 3.88 1.77
C: -2.10 2.60 1.87
H: 3.20 -0.64 2.76
H: 2.30 -1.08 1.30
H: 1.55 -1.24 2.91
H: 3.54 1.76 1.66
H: 2.11 2.69 1.25
H: 2.57 1.28 0.27
H: 2.28 1.69 4.06
H: 0.80 0.75 4.16
H: 0.80 2.36 3.39
H: -0.99 -2.24 0.74
H: -2.04 -3.97 2.14
H: -2.73 -3.43 4.46
H: -2.37 -1.17 5.37
H: -1.32 0.56 3.99
H: 0.38 2.90 -0.42
H: -0.54 5.18 -0.55
H: -2.48 5.81 0.85
H: -3.51 4.14 2.36
H: -2.58 1.88 2.52
C: -3.81 -0.10 -0.25
C: -2.82 0.00 -1.38
C: -2.44 1.25 -1.88
C: -1.50 1.39 -2.87
C: -1.11 2.73 -3.42
C: -0.91 0.21 -3.39
C: -1.31 -1.07 -2.96
C: -0.96 -2.32 -3.73
C: -2.27 -1.14 -1.93
C: 0.18 0.33 -4.44
O: 0.06 0.73 -5.55
O: 1.37 -0.01 -3.89
H: -4.35 0.84 -0.12
H: -3.31 -0.34 0.69
H: -4.54 -0.89 -0.44
H: -2.89 2.14 -1.46
H: -1.58 3.53 -2.84
H: -1.42 2.83 -4.46
H: -0.03 2.88 -3.40
H: -1.75 -2.50 -4.46
H: -0.90 -3.17 -3.07
H: -0.03 -2.23 -4.28
H: -2.57 -2.12 -1.58



Computed, not measured: a molecular structure, C40H66N2P3RuSi, with ωB97M-V/def2-TZVPD.

Results
Molar mass   797.06 g/mol
<S²>   0.765
Spin multiplicity   2
LUMO (alpha / beta)   -6.047 / -6.090 eV
Total energy   -83845.0601 eV
Total charge   +2
HOMO (alpha / beta)   -13.5 / -13.4 eV

Positions of all 113 atoms, in Å:
Ru: -0.20 0.53 0.48
C: -4.97 -0.23 -1.84
C: -3.63 0.36 -1.41
C: -2.71 0.48 -2.63
P: -2.71 -0.58 -0.05
C: -4.07 -0.85 1.22
C: -3.74 -2.01 2.15
C: -4.25 0.43 2.03
C: -2.46 -2.17 -0.92
C: -3.54 -3.03 -1.16
C: -3.39 -4.13 -1.98
C: -2.16 -4.41 -2.55
C: -1.07 -3.60 -2.27
C: -1.21 -2.47 -1.47
Si: 0.33 -1.44 -1.03
C: 1.73 -2.45 -0.20
C: 2.57 -3.25 -0.95
C: 3.64 -3.91 -0.36
C: 3.89 -3.74 0.99
C: 3.05 -2.94 1.76
C: 1.96 -2.31 1.18
P: 0.69 -1.41 2.14
C: -0.09 -2.83 3.07
C: -0.78 -3.72 2.02
C: 0.81 -3.71 3.94
C: 1.53 -0.20 3.32
C: 0.45 0.82 3.71
C: 2.23 -0.72 4.57
C: 1.03 -0.20 -2.28
C: 0.61 -0.25 -3.61
C: 1.11 0.63 -4.55
C: 2.03 1.60 -4.17
C: 2.45 1.67 -2.85
C: 1.97 0.79 -1.89
P: 2.53 0.76 -0.15
C: 4.19 -0.12 -0.30
C: 5.04 0.35 -1.48
C: 4.97 -0.03 1.01
C: 2.92 2.48 0.52
C: 3.99 3.38 -0.09
C: 1.60 3.23 0.62
H: -5.36 0.37 -2.67
H: -5.71 -0.22 -1.05
H: -4.85 -1.25 -2.21
H: -3.84 1.36 -0.99
H: -2.66 -0.47 -3.15
H: -1.70 0.79 -2.35
H: -3.12 1.21 -3.33
H: -5.00 -1.07 0.69
H: -2.81 -1.82 2.68
H: -3.66 -2.95 1.62
H: -4.53 -2.11 2.90
H: -3.33 0.68 2.56
H: -5.02 0.28 2.78
H: -4.56 1.27 1.41
H: -4.50 -2.84 -0.70
H: -4.24 -4.76 -2.18
H: -2.04 -5.26 -3.20
H: -0.11 -3.83 -2.69
H: 2.40 -3.35 -2.01
H: 4.28 -4.54 -0.96
H: 4.73 -4.23 1.45
H: 3.26 -2.82 2.81
H: -0.85 -2.36 3.71
H: -0.04 -4.32 1.50
H: -1.31 -3.12 1.28
H: -1.48 -4.39 2.50
H: 1.53 -4.24 3.33
H: 0.18 -4.45 4.43
H: 1.33 -3.16 4.71
H: 2.27 0.29 2.67
H: -0.27 0.37 4.40
H: -0.11 1.17 2.81
H: 0.90 1.68 4.20
H: 1.51 -1.13 5.28
H: 2.74 0.11 5.06
H: 2.98 -1.47 4.34
H: -0.10 -1.01 -3.90
H: 0.80 0.55 -5.58
H: 2.42 2.29 -4.90
H: 3.17 2.43 -2.57
H: 3.93 -1.17 -0.47
H: 5.25 1.41 -1.44
H: 4.56 0.13 -2.43
H: 5.99 -0.18 -1.45
H: 5.31 0.98 1.21
H: 5.84 -0.67 0.95
H: 4.36 -0.37 1.85
H: 3.25 2.23 1.54
H: 3.77 3.65 -1.12
H: 4.98 2.93 -0.04
H: 4.02 4.30 0.48
H: 1.32 3.63 -0.36
H: 1.68 4.06 1.31
H: 0.80 2.55 0.98
C: -3.59 4.36 0.50
C: -2.24 4.17 1.19
C: -1.28 5.28 0.76
C: -2.38 4.21 2.71
N: -1.68 2.82 0.90
N: -1.37 2.54 -0.47
H: -4.03 5.30 0.83
H: -4.29 3.56 0.74
H: -3.48 4.42 -0.58
H: -1.73 6.24 0.99
H: -1.08 5.28 -0.31
H: -0.34 5.21 1.31
H: -2.65 5.22 3.04
H: -1.43 3.95 3.17
H: -3.15 3.52 3.07
H: -2.37 2.13 1.21
H: -0.74 3.27 -0.80
H: -2.21 2.60 -1.06



Computed, not measured: a single C13H26NO4S molecule, with ωB97M-V/def2-TZVPD.

Results
Molar mass   292.42 g/mol
<S²>   0.754
Spin multiplicity   2
LUMO (alpha / beta)   0.361 / 0.358 eV
Total energy   -34416.0799 eV
HOMO (alpha / beta)   -8.1 / -9.5 eV
ΔE to the lowest compared entry with this formula, charge and spin   0.243 eV

Positions of all 45 atoms, in Å:
C: 0.06 -1.46 1.93
C: 1.24 -1.81 1.02
C: 2.05 -2.93 1.67
C: 0.82 -2.26 -0.38
C: 0.35 -1.18 -1.36
C: -1.15 -0.87 -1.22
C: -1.69 0.31 -2.03
C: -1.87 1.60 -1.21
C: -3.32 1.84 -0.77
S: -3.47 2.52 0.86
O: -4.85 2.77 1.12
O: -2.49 3.54 1.04
O: -3.02 1.29 1.80
C: 1.37 -0.04 -1.38
C: 1.94 0.49 -0.05
C: 1.07 1.58 0.61
C: 3.32 1.08 -0.33
N: 2.14 -0.63 0.91
O: 2.74 -0.31 1.99
H: -0.56 -0.66 1.53
H: 0.44 -1.13 2.89
H: -0.56 -2.34 2.07
H: 3.10 -2.86 1.38
H: 1.67 -3.90 1.35
H: 2.01 -2.89 2.76
H: 1.68 -2.78 -0.83
H: 0.04 -3.02 -0.25
H: 0.43 -1.64 -2.35
H: -1.67 -1.78 -1.53
H: -1.41 -0.74 -0.16
H: -1.05 0.51 -2.89
H: -2.65 0.02 -2.46
H: -1.53 2.48 -1.76
H: -1.25 1.56 -0.32
H: -3.85 2.56 -1.40
H: -3.92 0.92 -0.78
H: -2.91 0.46 1.30
H: 2.22 -0.40 -1.97
H: 0.98 0.82 -1.93
H: 1.70 2.26 1.18
H: 0.34 1.17 1.30
H: 0.55 2.16 -0.15
H: 3.24 1.94 -0.99
H: 3.97 0.34 -0.81
H: 3.78 1.39 0.61



Computed, not measured: a single C4ClFO5S molecule, with ωB97M-V/def2-TZVPD.

Results
Molar mass   214.56 g/mol
Structure (SMILES)   O=C1OC(=O)C(S(=O)(=O)F)=C1Cl
LUMO   -2.104 eV
Total energy   -40459.3794 eV
HOMO   -11.8 eV

Positions of all 12 atoms, in Å:
O: 2.85 -1.36 -0.37
C: 1.99 -0.59 -0.11
O: 2.02 0.74 -0.43
C: 0.76 1.30 -0.23
O: 0.58 2.46 -0.13
C: -0.16 0.16 0.08
S: -1.92 0.24 0.06
O: -2.32 1.46 -0.52
O: -2.44 -0.28 1.27
F: -2.13 -0.87 -1.02
C: 0.59 -0.89 0.37
Cl: 0.18 -2.39 1.00



Computed, not measured: a gas-phase ion, C8H14NO (charge +1), with ωB97M-V/def2-TZVPD.

Results
Molar mass   140.21 g/mol
LUMO   -4.832 eV
Total energy   -12049.7994 eV
Total charge   +1
HOMO   -14.1 eV
ΔE to the lowest compared entry with this formula, charge and spin   4.487 eV

Positions of all 24 atoms, in Å:
C: 0.24 -0.54 0.75
C: 1.08 -0.77 -0.19
C: 0.14 -1.90 1.30
C: -0.44 0.70 1.09
C: 1.91 -1.94 -0.55
C: 0.93 -2.79 0.26
C: -0.65 1.44 -0.34
C: -1.45 2.81 -0.21
N: 0.63 1.57 -0.89
O: -1.38 0.52 -1.13
H: 0.40 -2.06 2.36
H: -1.01 -2.07 1.19
H: -1.31 0.50 1.56
H: 0.21 1.13 1.79
H: 1.76 -2.09 -1.67
H: 2.93 -1.81 -0.40
H: 1.31 -3.65 0.66
H: 0.15 -3.12 -0.47
H: -1.10 3.55 0.56
H: -2.60 2.50 -0.07
H: -1.49 3.38 -1.20
H: 1.08 2.39 -0.79
H: 0.55 1.22 -1.86
H: -1.89 1.03 -1.74



Computed, not measured: a molecular structure, C22H26IrN2O2S4, with ωB97M-V/def2-TZVPD.

Results
Molar mass   670.95 g/mol
<S²>   0.976
Spin multiplicity   2
LUMO (alpha / beta)   -7.544 / -7.495 eV
Total energy   -76474.0443 eV
Total charge   +2
HOMO (alpha / beta)   -12.7 / -13.7 eV
ΔE to the lowest compared entry with this formula, charge and spin   2.540 eV

Positions of all 57 atoms, in Å:
Ir: 0.53 -0.20 -0.01
C: 3.07 -2.33 -0.78
C: 3.72 -1.17 -0.05
S: 2.83 0.41 -0.03
C: 3.23 1.06 -1.65
C: 2.51 0.38 -2.80
S: 0.77 0.45 -2.38
C: 0.09 -0.97 -3.25
C: -1.31 -1.23 -2.70
S: -1.39 -1.65 -0.94
C: -0.89 -3.38 -0.94
C: 0.61 -3.65 -1.13
S: 1.51 -2.65 0.03
H: 3.70 -3.22 -0.72
H: 2.88 -2.12 -1.83
H: 4.71 -0.96 -0.47
H: 3.86 -1.42 1.01
H: 4.31 1.00 -1.77
H: 2.97 2.12 -1.59
H: 2.83 -0.63 -2.99
H: 2.66 0.96 -3.71
H: 0.76 -1.81 -3.13
H: 0.02 -0.73 -4.31
H: -1.79 -2.03 -3.25
H: -1.93 -0.34 -2.78
H: -1.47 -3.89 -1.71
H: -1.23 -3.76 0.02
H: 0.95 -3.46 -2.14
H: 0.81 -4.70 -0.90
O: 1.41 -0.81 1.95
C: 1.01 -0.97 3.13
C: 1.78 -1.79 4.02
C: 1.36 -1.98 5.29
C: 0.14 -1.38 5.80
C: -0.60 -0.59 5.00
C: -0.21 -0.35 3.63
C: -0.99 0.47 2.89
N: -0.83 0.80 1.53
N: -1.71 1.70 1.26
C: -1.81 1.93 -0.13
O: -1.23 1.18 -0.91
C: -2.63 3.05 -0.56
C: -2.72 3.34 -1.93
C: -3.49 4.41 -2.36
C: -4.16 5.19 -1.42
C: -4.08 4.91 -0.07
C: -3.31 3.84 0.37
H: 2.69 -2.23 3.65
H: 1.95 -2.60 5.96
H: -0.16 -1.56 6.82
H: -1.51 -0.13 5.37
H: -1.85 0.94 3.36
H: -2.18 2.73 -2.64
H: -3.56 4.64 -3.41
H: -4.76 6.03 -1.76
H: -4.61 5.52 0.65
H: -3.24 3.61 1.42